The following is a DFT calculation (ωB97M-V with the def2-TZVPD basis set) of C3H3N3O in the gas phase.

Output
Energy in eV: -9676.1471
E_LUMO in eV: 0.24
Highest occupied orbital energy in eV: -9.751
Molecular weight in Da: 97.1
Total charge: 0
Structure (SMILES): Oc1cnncn1
ΔE to the lowest compared entry with this formula, charge and spin in eV: 1.307
2S+1: 1

Bonds (Å) are listed after each position.
Element x y z (Å)
1 O -0.00273 1.86839 -0.97878  C2 1.332, H8 0.972
2 C -0.15068 0.66252 -0.43186  O1 1.332, C3 1.412, N7 1.313
3 C -0.94174 0.47736 0.72291  C2 1.412, N4 1.315, H9 1.086
4 N -0.67991 -0.54328 1.50897  C3 1.315, N5 1.336
5 N 0.20258 -1.47243 1.12998  N4 1.336, C6 1.321
6 C 0.67459 -1.38478 -0.10104  N5 1.321, N7 1.338, H10 1.087
7 N 0.55913 -0.32963 -0.91615  C2 1.313, C6 1.338
8 H 0.81903 1.79113 -1.49277  O1 0.972
9 H -1.72682 1.16236 1.02891  C3 1.086
10 H 1.24655 -2.23165 -0.47018  C6 1.087